Molecular formula: C30H37AlClN2O
Method: DFT, the ωB97M-V functional and the def2-TZVPD basis

Last column: Löwdin charge in e.
Positions of all 72 atoms, in Å:
C 4.70151 3.23127 1.28952  -0.131
O 4.88068 1.76735 1.30958  -0.289
C 3.89716 1.13208 2.20561  -0.220
C 2.71155 0.49718 1.22441  -0.232
C 1.45078 1.53028 1.05113  -0.260
Al 0.85110 1.44501 -0.93384  0.248
C -1.10034 2.20108 -0.93661  -0.261
C -1.15666 3.75042 -1.49868  -0.357
C -2.41479 4.57698 -0.84067  -0.542
Cl -2.03214 6.40109 -1.13033  0.353
C 1.92226 2.66361 -2.18708  -0.223
C 3.10690 1.92202 -3.04304  -0.187
C 2.87288 1.84906 -4.69740  -0.046
C 3.94250 1.19655 -5.75560  -0.105
C 5.31526 0.52629 -5.15542  -0.116
C 5.57010 0.58259 -3.51443  -0.081
C 4.49853 1.28972 -2.45073  -0.046
C 0.69298 -0.50850 -1.53791  -0.138
C -0.81512 -1.21428 -1.39405  -0.074
C -1.01144 -2.81647 -1.81867  -0.103
C 0.22451 -3.74158 -2.40330  -0.130
C 1.71085 -3.06524 -2.54795  -0.098
C 1.89604 -1.46008 -2.11586  -0.075
H 3.59102 3.58662 1.38958  0.081
H 5.15836 3.68290 0.28907  0.107
H 5.26735 3.64907 2.24812  0.097
H 4.40487 0.18778 2.72190  0.121
H 3.43492 1.88752 2.98521  0.125
H 2.27754 -0.52309 1.63572  0.115
H 3.18974 0.35411 0.14477  0.080
H 0.54153 1.10794 1.69876  0.058
H 1.63884 2.61825 1.43897  0.039
H -1.67874 1.54541 -1.74909  0.051
H -1.62149 2.04188 0.10177  0.054
H -1.19798 3.79460 -2.68954  0.118
H -0.15387 4.26130 -1.17773  0.077
H -3.43171 4.38955 -1.43042  0.088
H -2.52526 4.46278 0.32105  0.082
H 2.45536 3.49466 -1.51587  0.077
H 1.20954 3.24948 -2.94390  0.064
H 1.88595 2.33385 -5.16008  0.085
H 3.67027 1.24103 -6.91324  0.074
H 6.05320 0.03318 -5.92679  0.061
H 6.57048 0.08870 -3.13546  0.065
H 4.70715 1.31607 -1.27688  0.080
H -1.73018 -0.58940 -0.95324  0.058
H -2.10018 -3.26020 -1.65964  0.060
H 0.06359 -4.87909 -2.71650  0.064
H 2.62543 -3.72720 -2.93630  0.070
H 2.98435 -1.04092 -2.21117  0.052
N -4.02303 -1.03071 0.80306  0.059
C -5.05633 -0.18291 0.60584  -0.155
C -5.52744 0.69496 1.56892  -0.086
C -4.90508 0.70327 2.81275  -0.086
C -3.83938 -0.15963 3.04690  -0.076
C -3.43767 -0.99859 2.01993  -0.155
H -5.51088 -0.22930 -0.37950  0.099
H -6.35967 1.35579 1.35457  0.096
H -5.24737 1.37667 3.59314  0.101
H -3.33360 -0.17778 4.00561  0.101
H -2.60835 -1.68780 2.15237  0.105
N -4.05082 -3.84279 4.41631  0.056
C -3.23959 -4.53617 5.24486  -0.155
C -2.79018 -5.82115 4.98604  -0.084
C -3.19939 -6.43670 3.80785  -0.084
C -4.03640 -5.74895 2.93520  -0.075
C -4.42994 -4.46575 3.27936  -0.151
H -2.95066 -4.01440 6.15257  0.099
H -2.13736 -6.32981 5.68630  0.098
H -2.86869 -7.44386 3.57138  0.103
H -4.37343 -6.20105 2.00930  0.102
H -5.07991 -3.88655 2.62947  0.102

Calculated values
* HOMO level: -4.9 eV
* orbital gap: 7.27 eV
* charge: -1



Molecular formula: CH3ClN2O2
Method: DFT, the ωB97M-V functional and the def2-TZVPD basis

Last column: Löwdin charge in e.
Positions of all 9 atoms, in Å:
C 1.04022 -0.54869 -0.25361  -0.301
N -0.20875 -1.17071 -0.17193  -0.496
N -1.30177 1.06253 -0.03987  -0.276
O -1.18617 1.83169 -0.91632  0.114
O -1.68810 1.12821 1.06720  0.041
Cl -0.75767 -1.43851 1.36810  0.650
H 1.71005 -1.20762 -0.73325  0.052
H 0.93822 0.25036 -1.05125  0.077
H 1.45396 0.09274 0.73094  0.139

Calculated values
* HOMO level (spin up / spin down): -10.1 / -9.5 eV
* orbital gap (spin up / spin down): 9.34 / 8.14 eV
* charge: 0
* ΔE to the lowest compared entry with this formula, charge and spin: 4.3918 eV



Molecular formula: C37H70BN3O32PS7
Method: DFT, the ωB97M-V functional and the def2-TZVPD basis

Last column: Löwdin charge in e.
Positions of all 151 atoms, in Å:
C 0.29040 3.78906 -2.01196  -0.053
C -0.83557 3.89186 -0.91582  -0.219
O -1.70471 2.74035 -0.84995  0.033
B -1.12709 1.67981 -0.10299  -0.552
O -0.56232 1.91399 1.14804  0.179
C -1.22588 0.21273 -0.78184  -0.052
N -1.13623 0.47001 -2.29217  0.121
C -0.51154 -0.68468 -3.03816  -0.219
C 0.62377 -0.35890 -4.07066  -0.117
C 0.08774 0.65444 -5.18251  -0.248
O -0.81101 0.02987 -6.09908  -0.056
C -0.27856 -1.72902 -1.86405  -0.256
C 0.62300 -2.99797 -2.10686  -0.149
C -0.22849 -4.15882 -2.77316  -0.172
C -0.31187 -4.02509 -4.35040  -0.137
C -1.69176 -4.59164 -4.97097  -0.146
N -2.56790 -3.40776 -5.21490  -0.103
C -3.68437 -3.44753 -4.22927  -0.096
C -3.02377 -3.33600 -6.57234  -0.450
C -4.49964 -2.98930 -7.00236  -0.007
O -2.23146 -3.51011 -7.48318  0.054
C -0.05346 -0.85336 -0.49928  -0.379
C -0.44561 -1.90033 0.60607  -0.121
C -0.80002 -1.28572 1.99320  -0.201
C 0.14611 -0.92423 3.04583  -0.034
C -0.26590 -0.38212 4.35956  -0.022
C -1.68045 -0.18747 4.67394  -0.234
C -2.11308 0.34284 6.08440  -0.066
C -2.64873 -0.54028 3.60852  -0.020
C -2.23369 -1.07455 2.30447  -0.020
P 1.73293 -0.31962 -0.69944  0.820
N 2.71683 -0.76255 0.46445  -0.267
H -0.12209 3.40294 -2.99228  0.074
H 1.03760 3.00780 -1.67423  0.057
H 0.85308 4.75221 -2.13851  0.094
H -1.48877 4.76155 -1.22467  0.131
H -0.37539 4.19278 0.05969  0.129
H 0.18395 1.30719 1.31617  0.100
H -2.18045 -0.37578 -0.71015  0.156
H -0.37450 1.16954 -2.36406  0.124
H -1.97485 0.85144 -2.74622  0.197
H -1.28287 -1.19445 -3.68992  0.151
H 0.99616 -1.27191 -4.60722  0.128
H 1.51667 0.17192 -3.62041  0.104
H -0.31791 1.57037 -4.66812  0.105
H 1.01990 0.99900 -5.72688  0.133
H -1.41944 0.74154 -6.37497  0.103
H -1.30956 -2.18942 -1.76268  0.129
H 1.02603 -3.42662 -1.14387  0.119
H 1.51939 -2.80542 -2.76091  0.113
H -1.27218 -4.22264 -2.34265  0.109
H 0.25320 -5.15464 -2.55522  0.100
H -0.28712 -2.93548 -4.63122  0.081
H 0.56029 -4.50475 -4.86769  0.110
H -2.10475 -5.27582 -4.17263  0.123
H -1.51687 -5.23389 -5.86699  0.111
H -4.58245 -4.03124 -4.56117  0.098
H -3.36712 -3.79156 -3.20847  0.082
H -4.02959 -2.37591 -4.08403  0.088
H -4.39653 -2.23947 -7.84051  0.093
H -5.02587 -3.87057 -7.46711  0.102
H -5.10328 -2.48423 -6.20822  0.057
H 0.41942 -2.60829 0.77818  0.124
H -1.30870 -2.56379 0.31548  0.137
H 1.24271 -1.07073 2.90934  0.091
H 0.49769 -0.12678 5.13334  0.110
H -3.00433 -0.25369 6.42835  0.084
H -2.30408 1.44252 6.11167  0.082
H -1.27889 0.05534 6.78900  0.080
H -3.72862 -0.40070 3.87530  0.109
H -3.07078 -1.34132 1.57927  0.096
H 1.70557 1.11887 -0.80730  0.016
H 2.27630 -0.85008 -1.91936  0.028
H 2.17329 -1.31521 1.13291  -0.058
C -1.36544 9.14113 1.60699  -0.160
C -2.11445 7.88929 1.19365  -0.166
O -1.80374 7.71813 -0.19261  -0.199
S -0.30814 8.26261 -0.47143  0.622
O 0.58291 7.15040 -0.45578  -0.230
O -0.36231 9.18958 -1.54826  -0.222
O -0.11947 9.07896 0.90598  -0.180
H -1.89264 10.04267 1.28581  0.137
H -1.19619 9.18501 2.68151  0.140
H -3.18917 7.98012 1.33890  0.139
H -1.74797 7.01200 1.73350  0.133
C 0.53082 -7.44467 -6.82351  -0.169
C 1.69463 -8.35812 -6.49061  -0.162
O 1.70198 -8.43688 -5.06227  -0.182
S 0.18675 -8.32778 -4.51572  0.631
O -0.29806 -9.64107 -4.27651  -0.202
O 0.12879 -7.29056 -3.54274  -0.231
O -0.48926 -7.78134 -5.87925  -0.201
H 0.79726 -6.39416 -6.67806  0.123
H 0.17064 -7.58830 -7.84088  0.141
H 2.64366 -7.97391 -6.85959  0.139
H 1.53320 -9.36498 -6.88391  0.137
C 5.41261 -3.91675 1.38197  -0.179
C 5.55566 -2.47520 1.83671  -0.174
O 6.07924 -2.55558 3.16436  -0.192
S 7.03047 -3.85828 3.27882  0.652
O 8.37937 -3.44266 3.10208  -0.203
O 6.59807 -4.63975 4.38298  -0.272
O 6.55021 -4.59350 1.91434  -0.185
H 4.51398 -4.37678 1.80302  0.131
H 5.39027 -4.00645 0.29653  0.131
H 4.60768 -1.94080 1.82938  0.098
H 6.28045 -1.93733 1.21945  0.134
C -7.19385 -2.62300 -2.25589  -0.160
C -7.05907 -1.17997 -1.81029  -0.165
O -6.56396 -1.25485 -0.47085  -0.183
S -5.61756 -2.55453 -0.32612  0.624
O -4.25567 -2.13498 -0.47453  -0.265
O -6.06901 -3.31924 0.77902  -0.191
O -6.06452 -3.29525 -1.68884  -0.198
H -8.10027 -3.07973 -1.85205  0.140
H -7.19164 -2.72208 -3.34034  0.135
H -8.00578 -0.64427 -1.84109  0.141
H -6.32018 -0.64637 -2.41486  0.128
C 5.17060 -1.08538 7.31284  -0.195
C 6.19626 -1.60157 8.30748  -0.169
O 6.27008 -3.00824 8.06311  -0.178
S 6.00696 -3.28991 6.49172  0.659
O 7.27799 -3.41711 5.85116  -0.262
O 4.97039 -4.25694 6.37751  -0.212
O 5.40136 -1.83830 6.11560  -0.192
H 4.15366 -1.28795 7.65100  0.121
H 5.28084 -0.02131 7.11887  0.129
H 5.91246 -1.40654 9.33576  0.110
H 7.18398 -1.17266 8.11584  0.141
C -0.88929 12.47338 -3.19443  -0.175
C -1.46743 11.58239 -4.27456  -0.174
O -2.78071 12.09331 -4.50969  -0.191
S -2.77589 13.69368 -4.27058  0.628
O -2.63850 14.33624 -5.53168  -0.217
O -3.81624 14.01226 -3.35542  -0.220
O -1.35776 13.78830 -3.49894  -0.187
H -1.26973 12.19612 -2.20814  0.128
H 0.19923 12.45171 -3.18107  0.138
H -1.50891 10.53734 -3.97275  0.126
H -0.89870 11.66973 -5.20436  0.135
C 3.14842 0.04199 12.58607  -0.161
C 2.26880 0.95769 11.75673  -0.167
O 3.18128 1.73388 10.97541  -0.183
S 4.48348 0.84058 10.63997  0.645
O 4.32598 0.28565 9.33375  -0.241
O 5.64036 1.56702 11.02629  -0.198
O 4.22112 -0.33188 11.71676  -0.182
H 3.57272 0.56956 13.44361  0.137
H 2.61396 -0.84075 12.93317  0.139
H 1.64322 1.60262 12.37081  0.138
H 1.63783 0.38576 11.07105  0.133

Calculated values
* HOMO level: -10.6 eV
* orbital gap: 7.71 eV
* charge: +1



Molecular formula: C3H4N2O2
Method: DFT, the ωB97M-V functional and the def2-TZVPD basis

Last column: Löwdin charge in e.
Positions of all 11 atoms, in Å:
N 0.81734 1.06390 -1.29769  0.112
C 0.35455 0.26882 -0.25409  -0.357
C 0.94439 -0.24345 0.83434  -0.048
O -0.01094 -0.89608 1.61150  0.076
C -1.22011 -0.78200 1.00045  -0.533
O -2.26178 -1.21277 1.42616  0.099
N -0.98838 -0.09033 -0.17423  0.178
H 0.33574 0.88782 -2.17013  0.092
H 1.81550 0.97327 -1.43669  0.098
H 1.95503 -0.22488 1.20591  0.119
H -1.74134 0.25570 -0.74552  0.165

Calculated values
* HOMO level: -8.2 eV
* orbital gap: 8.79 eV
* charge: 0
* ΔE to the lowest compared entry with this formula, charge and spin: 1.2270 eV